No. 1
Entry from the OMol25 dataset: a cluster of 2 separate species, C37H32N5O2 in total in a non-equilibrium geometry (the ωB97M-V functional and the def2-TZVPD basis).

Properties
- total charge = +1
- energy relative to the best compared isomer or geometry (same formula, charge and spin) (kcal per mole) = 0.0
- highest occupied orbital energy (eV) = -10.1
- HOMO-LUMO gap (eV) = 5.79
- molecular weight (g/mol) = 578.696
- energy (hartree) = -1853.21235

Geometry (Å):
1 C -5.329 0.925 0.677
2 C -4.010 1.515 0.541
3 N -3.916 2.829 0.649
4 C -2.677 3.486 0.693
5 C -1.429 2.882 0.660
6 C -0.321 3.744 0.723
7 C -0.500 5.137 0.780
8 C -1.779 5.715 0.805
9 C -2.889 4.868 0.781
10 C -4.309 5.093 0.790
11 C -4.955 3.828 0.727
12 C -6.349 3.758 0.745
13 C -7.087 4.965 0.775
14 C -6.433 6.207 0.793
15 C -5.035 6.285 0.810
16 H -5.262 -0.163 0.708
17 H -5.770 1.281 1.619
18 H -5.972 1.214 -0.164
19 H -3.095 0.930 0.503
20 H -1.338 1.807 0.571
21 H 0.682 3.317 0.723
22 H 0.378 5.788 0.803
23 H -1.953 6.787 0.835
24 H -6.864 2.805 0.746
25 H -8.182 4.934 0.779
26 H -7.023 7.126 0.794
27 H -4.486 7.228 0.823
28 O 0.016 -1.359 3.562
29 C 0.795 -2.244 3.243
30 C 1.450 -3.106 4.300
31 C 0.808 -4.268 4.737
32 C 1.442 -5.077 5.682
33 C 2.683 -4.697 6.202
34 C 3.287 -3.500 5.807
35 C 2.663 -2.691 4.856
36 N 1.178 -2.566 1.922
37 C 2.371 -3.396 1.774
38 C 2.610 -3.819 0.351
39 N 2.501 -2.681 -0.508
40 C 3.111 -2.934 -1.777
41 C 3.142 -1.661 -2.577
42 N 1.804 -1.074 -2.668
43 C 1.289 -0.751 -3.936
44 O 0.096 -0.681 -4.198
45 C 2.341 -0.528 -5.010
46 C 2.346 -1.383 -6.118
47 C 3.370 -1.283 -7.063
48 C 4.342 -0.285 -6.935
49 C 4.293 0.617 -5.866
50 C 3.294 0.493 -4.895
51 C 0.980 -1.102 -1.515
52 C -0.200 -0.346 -1.350
53 N -0.875 -0.254 -0.184
54 C -0.459 -1.013 0.847
55 C 0.686 -1.834 0.812
56 C 1.402 -1.865 -0.402
57 H -0.173 -4.520 4.327
58 H 0.956 -5.996 6.015
59 H 3.183 -5.338 6.928
60 H 4.239 -3.183 6.238
61 H 3.105 -1.748 4.526
62 H 3.254 -2.824 2.115
63 H 2.277 -4.303 2.388
64 H 3.643 -4.175 0.262
65 H 1.925 -4.631 0.038
66 H 4.137 -3.264 -1.570
67 H 2.587 -3.751 -2.314
68 H 3.815 -0.936 -2.094
69 H 3.522 -1.912 -3.572
70 H 1.553 -2.128 -6.212
71 H 3.394 -1.981 -7.902
72 H 5.138 -0.208 -7.675
73 H 5.030 1.419 -5.787
74 H 3.240 1.186 -4.053
75 H -0.625 0.214 -2.176
76 H -1.063 -0.927 1.739

Forces on atoms 1 to 6 (eV/Å):
C -0.4519 -1.1069 -0.0877
C -0.3486 2.3508 0.8596
N -0.6513 -2.2896 -0.3273
C 1.5386 0.9319 -0.0061
C -0.0405 0.8683 0.1103
C -0.5062 0.0393 -0.0394

Here are the Mulliken charges for atoms 1 to 2, given in e: atom 1 (C): -1.66, atom 2 (C): 0.66

No. 2
Entry from the OMol25 dataset: a structure of composition C37H33CaN5O3PS4 (the ωB97M-V functional and the def2-TZVPD basis).

Properties
- total charge = -1
- energy relative to the best compared isomer or geometry (same formula, charge and spin) (kcal per mole) = 2.4
- highest occupied orbital energy (eV) = -4.3
- HOMO-LUMO gap (eV) = 6.76
- molecular weight (g/mol) = 795.023
- energy (hartree) = -4541.26985

Geometry (Å):
1 Ca -0.820 0.598 -0.472
2 C 3.145 1.916 -2.344
3 C 2.238 1.721 -1.170
4 N 1.890 0.582 -0.707
5 N 2.386 -0.537 -1.308
6 C 1.828 -1.738 -0.949
7 N 2.134 -2.736 -1.809
8 S 0.892 -1.968 0.408
9 C 1.653 2.877 -0.431
10 C 2.311 4.093 -0.323
11 C 1.760 5.074 0.485
12 C 0.566 4.818 1.136
13 C -0.045 3.589 0.939
14 N 0.489 2.641 0.180
15 H 2.712 1.424 -3.221
16 H 4.125 1.468 -2.159
17 H 3.260 2.968 -2.588
18 H 2.620 -0.464 -2.298
19 H 2.298 -2.480 -2.778
20 H 1.640 -3.594 -1.634
21 H 3.242 4.264 -0.846
22 H 2.256 6.029 0.598
23 H 0.098 5.558 1.770
24 H -0.997 3.345 1.394
25 S -1.175 0.327 2.418
26 C -2.807 0.106 1.919
27 C -3.845 -0.274 2.801
28 C -5.139 -0.352 2.344
29 C -5.425 -0.047 1.010
30 C -4.362 0.282 0.194
31 N -3.094 0.319 0.613
32 H -3.594 -0.483 3.832
33 H -5.935 -0.638 3.022
34 H -6.432 -0.068 0.617
35 H -4.518 0.523 -0.851
36 O -0.042 0.199 -5.127
37 S 0.405 -0.638 -4.042
38 O 1.831 -0.988 -4.117
39 O 0.045 -0.146 -2.712
40 C -0.453 -2.197 -4.275
41 C -0.038 -2.881 -5.421
42 C -0.669 -4.039 -5.823
43 C -1.748 -4.520 -5.087
44 C -2.154 -3.845 -3.954
45 C -1.508 -2.684 -3.505
46 P -2.180 -1.891 -1.971
47 C -3.898 -1.637 -2.560
48 C -4.972 -2.487 -2.324
49 C -6.237 -2.165 -2.799
50 C -6.435 -0.996 -3.519
51 C -5.365 -0.144 -3.762
52 C -4.105 -0.458 -3.280
53 C -2.324 -3.315 -0.828
54 C -3.103 -3.125 0.316
55 C -3.142 -4.085 1.314
56 C -2.392 -5.247 1.195
57 C -1.602 -5.438 0.073
58 C -1.565 -4.478 -0.928
59 H 0.783 -2.473 -5.996
60 H -0.337 -4.556 -6.714
61 H -2.271 -5.415 -5.399
62 H -2.997 -4.222 -3.388
63 H -4.827 -3.396 -1.752
64 H -7.070 -2.829 -2.600
65 H -7.424 -0.745 -3.883
66 H -5.513 0.781 -4.305
67 H -3.284 0.239 -3.423
68 H -3.677 -2.214 0.437
69 H -3.747 -3.909 2.195
70 H -2.412 -5.992 1.982
71 H -0.998 -6.333 -0.021
72 H -0.928 -4.637 -1.789
73 S -2.336 2.639 -1.690
74 C -1.104 3.645 -2.442
75 C -0.265 3.159 -3.458
76 C 0.715 3.956 -4.028
77 C 0.894 5.272 -3.613
78 C 0.057 5.776 -2.625
79 C -0.924 4.980 -2.054
80 H -0.403 2.145 -3.809
81 H 1.335 3.542 -4.816
82 H 1.657 5.897 -4.063
83 H 0.171 6.803 -2.294
84 H -1.575 5.381 -1.286

Forces on atoms 1 to 6 (eV/Å):
Ca -0.0059 -0.1632 0.0425
C -0.0091 0.0044 0.0061
C -0.0576 -0.0326 0.0161
N 0.0257 0.0776 -0.0422
N 0.0137 0.0260 -0.0199
C -0.0394 -0.0426 0.0273

Here are the Mulliken charges for atoms 1 to 2, given in e: atom 1 (Ca): 0.69, atom 2 (C): -1.81

No. 3
Entry from the OMol25 dataset: a structure of composition C37H33Cl4N2O5SSb2Tc (the ωB97M-V functional and the def2-TZVPD basis).

Properties
- total charge = +1
- expectation value of S² = 3.778
- energy relative to the best compared isomer or geometry (same formula, charge and spin) (kcal per mole) = 0.2
- highest occupied orbital energy (spin up / spin down) (eV) = -10.4 / -10.5
- HOMO-LUMO gap (spin up / spin down) (eV) = 6.87 / 6.13
- molecular weight (g/mol) = 1101.079
- energy (hartree) = -4715.48979
- spin multiplicity = 4

Geometry (Å):
1 Tc -1.628 0.725 1.123
2 C 0.624 1.077 -2.666
3 C 1.566 -0.002 -3.235
4 C 2.772 -0.314 -2.346
5 Sb 2.152 -0.558 -0.289
6 C 3.051 1.282 0.335
7 C 2.297 2.450 0.431
8 C 2.898 3.659 0.752
9 C 4.263 3.713 0.997
10 C 5.025 2.558 0.898
11 C 4.424 1.352 0.561
12 C 3.632 -1.913 0.416
13 C 4.044 -2.993 -0.358
14 C 4.920 -3.937 0.162
15 C 5.380 -3.816 1.465
16 C 4.962 -2.748 2.248
17 C 4.090 -1.802 1.728
18 Sb -1.013 0.287 -1.518
19 C -1.183 -1.747 -2.027
20 C -1.064 -2.737 -1.057
21 C -1.171 -4.073 -1.420
22 C -1.392 -4.421 -2.744
23 C -1.507 -3.434 -3.715
24 C -1.402 -2.098 -3.359
25 C -2.688 1.215 -2.422
26 C -2.776 2.601 -2.301
27 C -3.869 3.279 -2.823
28 C -4.879 2.575 -3.464
29 C -4.799 1.194 -3.578
30 C -3.707 0.512 -3.056
31 H 0.126 1.645 -3.453
32 H 1.159 1.790 -2.036
33 H 1.905 0.336 -4.218
34 H 1.014 -0.926 -3.416
35 H 3.504 0.493 -2.381
36 H 3.267 -1.224 -2.687
37 H 1.225 2.428 0.271
38 H 2.298 4.559 0.814
39 H 4.733 4.653 1.257
40 H 6.092 2.594 1.080
41 H 5.035 0.460 0.485
42 H 3.691 -3.111 -1.376
43 H 5.240 -4.769 -0.453
44 H 6.059 -4.553 1.872
45 H 5.314 -2.650 3.267
46 H 3.778 -0.970 2.351
47 H -0.887 -2.477 -0.021
48 H -1.075 -4.840 -0.662
49 H -1.471 -5.463 -3.023
50 H -1.675 -3.704 -4.749
51 H -1.490 -1.337 -4.127
52 H -2.000 3.165 -1.793
53 H -3.928 4.356 -2.731
54 H -5.730 3.103 -3.875
55 H -5.586 0.643 -4.076
56 H -3.665 -0.567 -3.143
57 Cl 3.136 -1.111 5.446
58 C 1.799 -1.144 4.370
59 C 0.994 -2.279 4.277
60 Cl 1.329 -3.658 5.242
61 C -0.096 -2.299 3.406
62 Cl -1.128 -3.663 3.263
63 C -0.340 -1.196 2.605
64 O -1.390 -1.068 1.760
65 C 0.465 -0.068 2.696
66 O 0.099 0.961 1.895
67 C 1.522 -0.023 3.590
68 Cl 2.430 1.433 3.722
69 N -4.668 1.229 0.761
70 C -5.835 0.676 0.412
71 C -5.580 -0.621 0.014
72 C -4.207 -0.781 0.169
73 N -3.659 0.350 0.620
74 H -4.503 2.156 1.136
75 H -6.752 1.236 0.475
76 H -6.294 -1.348 -0.328
77 H -3.583 -1.644 -0.012
78 C -1.071 3.915 3.280
79 S -2.329 3.020 2.458
80 O -3.587 3.691 2.535
81 O -2.339 1.617 2.968
82 O -1.854 2.824 1.029
83 H -1.377 4.065 4.314
84 H -0.980 4.872 2.769
85 H -0.151 3.335 3.210

Forces on atoms 1 to 6 (eV/Å):
Tc -0.2247 0.2044 0.0922
C 0.0623 0.0111 -0.0372
C -0.0405 -0.0219 0.0037
C -0.0825 -0.0483 -0.0699
Sb 0.1561 0.0624 0.0526
C 0.0680 -0.0310 -0.0170

Here are the Mulliken charges for atoms 1 to 2, given in e: atom 1 (Tc): 0.43, atom 2 (C): -1.18